C38H40BBrCrN9O4PSSe2 | ωB97M-V/def2-TZVPD

Last column: Löwdin charge in e.
Cartesian coordinates (Å):
Cr: 0.44131 -0.71937 0.24548  0.3552
B: 2.85366 -1.56089 -2.25227  -0.4019
N: 2.07944 -2.63095 -1.43084  -0.0454
C: 2.26816 -3.93135 -1.64872  -0.0549
C: 1.45768 -4.65647 -0.78665  -0.0265
C: 0.78712 -3.69266 -0.05787  -0.1231
N: 1.16494 -2.46156 -0.45881  -0.0794
N: 2.76952 -0.15783 -1.59771  -0.0595
C: 3.64762 0.79966 -1.89194  -0.0482
C: 3.22393 1.99417 -1.32596  -0.0181
C: 2.04453 1.66887 -0.68363  -0.1854
N: 1.76275 0.36243 -0.85871  -0.1304
H: 2.37296 -1.51187 -3.35733  0.0772
H: 4.00468 -1.88557 -2.26519  0.0839
H: 2.95956 -4.26580 -2.40300  0.1359
H: 1.38238 -5.72497 -0.69641  0.1040
H: 0.07492 -3.83590 0.73329  0.1028
H: 4.51665 0.58737 -2.49100  0.1351
H: 3.71062 2.95172 -1.37052  0.1066
H: 1.39095 2.31053 -0.12000  0.0522
Se: 2.32372 -0.67649 2.02681  0.5541
P: 1.01487 0.81169 2.96360  0.3440
Se: -0.50491 1.34459 1.45407  0.5303
C: 0.31178 0.17757 4.52128  -0.4191
C: -0.96876 0.54131 4.91714  -0.1118
C: -1.41008 0.19039 6.18551  -0.0689
C: -0.59020 -0.54102 7.03192  -0.0679
C: 0.67599 -0.93608 6.61695  -0.0606
C: 1.13230 -0.57200 5.36052  -0.0975
C: 1.99534 2.21626 3.57269  -0.3830
C: 3.37638 2.22923 3.42412  -0.1040
C: 4.12049 3.24712 4.00206  -0.0642
C: 3.48473 4.24841 4.71981  -0.0640
C: 2.10229 4.23989 4.85616  -0.0642
C: 1.35272 3.22568 4.28673  -0.0819
H: -1.60839 1.09171 4.23673  0.0832
H: -2.39672 0.48963 6.51451  0.1104
H: -0.93514 -0.80169 8.02366  0.1105
H: 1.30694 -1.52288 7.27109  0.1123
H: 2.11910 -0.86567 5.02161  0.0949
H: 3.86993 1.44449 2.86562  0.0583
H: 5.19632 3.25768 3.89080  0.1112
H: 4.06675 5.03989 5.17244  0.1110
H: 1.61005 5.02859 5.40937  0.1111
H: 0.27429 3.21383 4.39159  0.1079
Br: -1.82813 -0.42150 -7.01628  0.8066
C: -1.69223 -0.53552 -5.14238  -0.6839
C: -2.82251 -0.82090 -4.38731  -0.1194
C: -2.73082 -0.93960 -3.01526  -0.0203
C: -1.49710 -0.79480 -2.36862  -0.2345
C: -0.38849 -0.47221 -3.14881  -0.0109
C: -0.47119 -0.33826 -4.52013  -0.0911
N: -1.31500 -0.97790 -0.97556  0.0629
C: -2.29369 -1.42608 -0.27354  -0.0516
C: -2.10410 -1.76352 1.11088  -0.2639
C: -3.16464 -2.15385 1.92084  0.0224
C: -2.91161 -2.54601 3.22092  -0.0129
C: -1.59344 -2.58862 3.64728  -0.0068
C: -0.59211 -2.18346 2.78123  -0.1478
N: -0.82967 -1.73538 1.54770  -0.0441
H: -3.77014 -0.96940 -4.88707  0.1048
H: -3.64005 -1.15645 -2.47078  0.0980
H: 0.56103 -0.35087 -2.66498  0.0712
H: 0.40039 -0.07951 -5.10344  0.1200
H: -3.26184 -1.65094 -0.70718  0.1300
H: -4.16617 -2.13592 1.51207  0.1264
H: -3.71785 -2.82280 3.88585  0.1235
H: -1.33842 -2.92092 4.64334  0.1247
H: 0.44449 -2.23736 3.08181  0.0626
C: -8.09004 -0.16326 -2.19297  -0.1197
C: -7.99689 0.45558 -3.57821  -0.2775
S: -7.16676 2.05653 -3.50953  0.6511
O: -7.53582 2.72328 -2.28701  -0.3120
O: -7.34014 2.73589 -4.75897  -0.2907
C: -5.40114 1.63210 -3.34997  -0.1923
C: -4.69655 2.91203 -2.91052  -0.1340
N: -3.34142 2.67764 -2.42864  0.0626
C: -3.01916 2.28005 -1.17696  -0.3342
N: -1.70711 2.17025 -1.01969  0.0505
C: -1.14973 2.50022 -2.20761  -0.0436
C: -2.14079 2.80926 -3.10255  -0.1319
N: -1.97214 3.14555 -4.47732  -0.3271
O: -2.91261 3.61867 -5.09374  0.0929
O: -0.86844 2.92744 -4.94491  0.0907
C: -4.00513 1.99491 -0.10198  0.0169
H: -8.74322 -1.03443 -2.19476  0.0821
H: -8.49414 0.57134 -1.49920  0.0750
H: -7.11095 -0.47666 -1.82616  0.0616
H: -8.97819 0.68220 -3.99421  0.1096
H: -7.43067 -0.14400 -4.29087  0.1020
H: -5.06181 1.28406 -4.32373  0.1045
H: -5.32987 0.84409 -2.59982  0.0782
H: -5.27199 3.36308 -2.10280  0.1171
H: -4.66735 3.60407 -3.74373  0.1234
H: -0.08557 2.53930 -2.36631  0.1184
H: -4.71738 2.81150 0.02034  0.0957
H: -3.45579 1.85477 0.82593  0.0534
H: -4.57389 1.08505 -0.31279  0.0790

Cartesian forces, eV/Å:
Cr 0.96 0.23 0.12
B -0.20 0.04 -0.14
N 0.27 -0.30 0.09
C -0.14 -0.05 0.12
C 0.00 0.03 0.01
C 0.05 -0.11 -0.18
N -0.10 0.10 -0.09
N 0.22 0.10 -0.05
C -0.02 0.10 0.17
C -0.07 -0.06 0.00
C 0.12 0.21 -0.20
N -0.36 -0.14 0.06
H -0.03 0.01 -0.08
H 0.12 0.01 -0.08
H 0.05 0.05 0.00
H -0.01 -0.01 0.00
H -0.04 0.07 0.00
H 0.00 -0.10 0.01
H -0.02 0.02 -0.01
H -0.02 -0.10 0.07
Se -0.56 0.01 -0.19
P 0.03 0.12 0.09
Se 0.32 0.06 0.54
C 0.07 0.07 -0.27
C 0.09 0.01 0.04
C -0.11 -0.01 -0.01
C 0.00 -0.02 0.06
C 0.01 -0.04 -0.06
C -0.06 0.05 0.02
C -0.02 -0.21 -0.16
C -0.01 -0.03 -0.03
C 0.00 0.10 0.02
C 0.05 -0.04 -0.05
C -0.09 0.07 0.01
C 0.01 -0.02 -0.08
H 0.00 0.03 0.03
H -0.01 -0.01 0.00
H -0.02 -0.02 0.00
H 0.00 0.02 0.02
H 0.02 0.00 0.07
H 0.01 0.01 -0.01
H 0.00 -0.01 0.00
H -0.01 0.01 0.01
H -0.01 -0.01 0.00
H 0.00 0.03 0.06
Br -0.02 0.05 0.08
C 0.07 0.06 -0.01
C -0.04 0.00 -0.12
C 0.06 0.02 0.23
C -0.01 0.22 -0.91
C -0.09 -0.20 0.42
C -0.17 0.00 -0.18
N -0.31 -0.27 0.59
C 0.25 0.19 -0.52
C -0.05 -0.19 0.67
C 0.09 0.15 -0.43
C 0.20 0.00 0.22
C -0.36 -0.04 -0.08
C 0.18 -0.16 -0.01
N -0.36 -0.17 0.33
H -0.02 0.01 0.03
H -0.01 -0.01 -0.05
H 0.16 0.08 0.00
H 0.05 -0.04 0.04
H 0.00 0.07 0.02
H -0.02 -0.04 0.05
H -0.02 -0.04 -0.02
H 0.06 0.01 0.00
H 0.00 0.11 -0.03
C -0.03 0.02 0.03
C 0.31 0.37 0.25
S 0.26 -0.33 -0.06
O -0.06 -0.09 0.18
O 0.01 -0.05 -0.22
C -0.53 0.22 -0.02
C -0.26 -0.02 0.01
N -0.02 0.09 -0.30
C 0.33 -0.03 0.00
N -0.31 0.04 0.00
C -0.18 0.15 -0.30
C 0.23 -0.26 0.48
N 0.13 0.03 -0.28
O 0.02 -0.13 0.08
O -0.15 0.09 0.08
C -0.05 0.01 -0.09
H 0.02 -0.02 -0.08
H -0.02 -0.06 0.05
H 0.00 -0.02 0.01
H 0.02 0.03 -0.07
H -0.09 -0.02 -0.09
H 0.04 -0.06 0.00
H 0.06 -0.01 0.00
H 0.10 0.03 0.01
H 0.08 0.08 0.07
H 0.02 -0.09 -0.07
H -0.02 -0.03 0.03
H -0.02 0.01 0.03
H -0.05 0.02 0.01

Results
⟨S²⟩ = 0.768
Multiplicity = 2
HOMO energy (alpha / beta) = -11.0399 / -10.9795 eV
Net charge = +1
E = -11451.3707 Ha
ΔE to the lowest compared entry with this formula, charge and spin = 0.0 kcal/mol
LUMO level (alpha / beta) = -0.157 / -0.153 Ha
Orbital gap (alpha / beta) = 0.24864 / 0.25056 Ha